Entry from the Open Molecules 2025 dataset: 14 unconnected molecules or ions with the total composition C52H145N13O14 at a distorted geometry (ωB97M-V/def2-TZVPD).

```
224
Properties=species:S:1:pos:R:3:forces:R:3:lowdin_charge:R:1
C -0.727 3.744 6.683 0.5048 1.3832 -0.3351 -0.0536
C -0.099 2.361 6.681 -0.6147 -0.4210 0.3728 -0.4476
C -0.105 1.772 5.259 1.3498 -0.3120 -0.4376 -0.2133
O -1.334 1.880 4.557 0.6356 -0.3153 0.8071 -0.2428
C -1.197 2.118 3.164 -1.2077 0.0078 0.6447 -0.0574
N 1.257 2.367 7.210 0.7159 1.2726 -0.4920 0.0219
H -1.480 3.847 5.885 0.4181 -0.0268 0.2122 0.0780
H 0.065 4.518 6.572 -0.2374 -0.4691 -0.6341 0.0839
H -1.181 4.142 7.585 -0.2442 -0.8191 0.5194 0.0699
H -0.643 1.708 7.381 -0.1854 0.0455 -0.4336 0.1361
H 0.261 0.716 5.319 -0.5464 0.3086 -0.0272 0.1212
H 0.754 2.266 4.714 -0.9772 -0.0099 0.1450 0.1240
H -0.963 1.229 2.578 0.3574 -0.0992 0.0946 0.0668
H -0.468 2.903 3.078 0.3478 0.3744 -0.7386 0.0852
H -2.208 2.435 2.875 0.3953 0.1476 -0.3259 0.0996
H 1.872 3.016 6.662 -0.7128 -1.0038 0.6773 0.0912
H 1.661 1.441 7.249 0.0627 0.0310 -0.1125 0.0638
C -2.704 -1.424 -5.229 -0.8258 1.0551 -1.2694 -0.0471
C -2.481 -0.689 -6.602 0.0002 -1.8725 0.3240 -0.4009
C -1.389 0.391 -6.570 -0.0937 -0.4781 1.4243 -0.1878
O -1.753 1.306 -5.555 -0.5041 0.1040 0.2198 -0.2089
C -1.110 2.539 -5.561 -0.0511 1.7705 -0.3069 -0.1337
N -2.080 -1.646 -7.628 0.5975 0.8972 -0.6688 0.0275
H -3.638 -2.039 -5.289 0.9356 0.2950 -0.0195 0.0864
H -2.906 -0.605 -4.551 0.1847 -0.1680 0.8145 0.0516
H -1.831 -2.024 -4.993 0.0702 -0.0495 0.3360 0.0560
H -3.466 -0.317 -6.876 0.1830 0.6231 -0.1909 0.1352
H -1.279 0.892 -7.517 -0.0935 0.1414 -0.5752 0.1133
H -0.401 -0.060 -6.293 -0.5221 0.0082 -0.3343 0.1307
H -0.827 2.853 -6.592 0.0030 -0.2893 0.4363 0.0842
H -0.199 2.565 -4.931 -0.2502 -0.1641 -0.1977 0.0708
H -1.798 3.377 -5.203 0.6456 -1.3423 -0.1631 0.1054
H -1.218 -2.078 -7.366 0.5077 -0.3657 0.1325 0.0504
H -2.720 -2.363 -7.890 -0.6836 -0.2302 0.1806 0.0609
C -3.841 -0.481 7.056 0.4490 0.3324 -0.8840 -0.0537
C -3.912 -0.547 5.519 -1.3036 -1.0252 0.6924 -0.4189
C -4.611 0.697 4.980 0.2230 -0.9253 0.3479 -0.2329
O -4.717 0.573 3.590 -0.1754 0.2980 -0.6009 -0.1908
C -5.434 1.686 3.069 0.1669 -0.8663 -0.1701 -0.0901
N -2.588 -0.804 4.939 -0.9218 0.0262 -0.5266 0.0690
H -3.337 -1.378 7.366 0.0569 -0.4169 0.4502 0.0677
H -4.797 -0.350 7.574 0.1408 -0.0951 -0.2905 0.0813
H -3.182 0.352 7.294 0.0392 0.2170 0.3361 0.0661
H -4.553 -1.434 5.263 0.4046 0.6754 0.0574 0.1401
H -4.025 1.575 5.238 0.2117 0.4265 0.0965 0.1191
H -5.598 0.784 5.459 -0.0072 0.0305 -0.1278 0.1321
H -4.996 2.587 3.480 -0.0414 0.5357 -0.1784 0.0914
H -6.467 1.587 3.361 -0.6119 0.2618 0.3860 0.0853
H -5.435 1.665 1.981 0.5079 0.0231 0.0729 0.0655
H -2.151 0.101 4.915 0.6477 0.5244 0.1358 0.0338
H -2.798 -0.945 3.945 0.3134 -0.1468 0.2479 0.0362
C -7.848 -5.029 2.848 0.2586 0.1674 1.4171 -0.0558
C -6.343 -5.128 2.586 -0.8610 -0.4442 -0.6459 -0.4583
C -5.602 -3.827 2.721 0.6474 -0.8462 -0.9958 -0.1945
O -4.293 -4.117 2.152 0.3945 2.1058 1.2904 -0.2261
C -3.381 -3.055 2.585 -0.1309 -0.7544 -0.9322 -0.0836
N -5.656 -6.089 3.475 1.5383 2.1639 -1.1371 0.0617
H -8.096 -5.928 3.442 -0.4860 0.2678 -0.6747 0.0771
H -8.437 -4.892 1.931 0.1495 -0.3163 0.4139 0.0786
H -8.065 -4.193 3.533 -0.0291 -0.1227 -0.2383 0.0755
H -6.318 -5.352 1.497 0.5947 -0.4599 0.4029 0.1222
H -5.541 -3.565 3.784 0.1021 0.2757 -0.2046 0.1267
H -6.034 -3.062 2.068 -0.2486 0.2294 0.4870 0.1345
H -3.108 -3.171 3.627 0.2192 -0.3206 0.2132 0.0813
H -3.780 -2.052 2.488 -0.8571 0.1862 -0.1327 0.0610
H -2.514 -3.015 1.925 0.1400 -0.5895 0.1861 0.0744
H -4.728 -6.184 3.034 -0.4812 -0.2198 0.7696 0.0742
H -6.036 -6.983 3.578 -1.0401 -1.4053 -0.2568 0.0433
C 5.033 -0.806 2.887 -0.0548 -0.5110 0.2643 -0.0616
C 4.791 0.598 3.367 -1.1916 1.0636 -0.2891 -0.4063
C 4.935 1.561 2.184 0.8523 0.0843 0.2247 -0.2228
O 6.273 1.495 1.657 -1.3413 -0.0315 -1.8636 -0.1936
C 6.126 1.394 0.181 1.4011 -1.1854 1.8019 -0.0554
N 3.344 0.783 3.727 0.4329 -0.9475 1.1813 0.0403
H 5.175 -1.602 3.636 -0.8395 0.3690 0.0926 0.0806
H 5.993 -0.791 2.462 1.4132 0.0547 -1.0268 0.0562
H 4.331 -1.081 2.077 0.0929 -0.0096 0.6336 0.0805
H 5.459 0.958 4.172 -0.1179 -0.5899 -0.2186 0.1464
H 4.700 2.616 2.525 0.0236 -1.0552 -0.5839 0.1376
H 4.254 1.186 1.398 -0.1322 0.5834 0.4637 0.1009
H 7.139 1.425 -0.199 0.1838 -0.3154 -0.1878 0.0842
H 5.614 2.204 -0.223 -1.0634 1.6756 -0.4724 0.0412
H 5.571 0.494 -0.144 0.4625 0.1574 0.4033 0.0773
H 3.060 -0.090 4.183 -0.1317 -0.0020 -0.4001 0.0554
H 3.323 1.390 4.537 -0.1622 0.6386 -0.0458 0.0532
C 4.380 -2.280 -0.773 0.6321 0.6972 0.4584 -0.0653
C 5.268 -3.298 -1.479 0.3367 0.4625 0.1697 -0.4335
C 6.186 -4.009 -0.461 0.4577 -0.8326 -0.0552 -0.2154
O 5.321 -4.603 0.489 0.2492 -0.1729 0.6681 -0.2127
C 6.047 -5.354 1.472 1.4163 1.8759 -1.4958 -0.0790
N 4.375 -4.155 -2.199 -2.0189 -1.6538 0.1097 0.0224
H 3.921 -1.556 -1.477 0.3526 -0.3929 0.4919 0.0680
H 5.024 -1.767 -0.029 -0.5842 0.0790 -0.3582 0.0652
H 3.598 -2.809 -0.214 0.1280 0.1462 -0.1359 0.0627
H 5.871 -2.818 -2.264 0.1557 0.1134 0.4464 0.1394
H 7.059 -3.479 0.014 -1.2322 0.6383 -0.0903 0.1328
H 6.771 -4.797 -0.948 -0.3119 -0.4043 -0.5086 0.1110
H 6.626 -6.118 0.956 -0.0768 -0.5040 0.0911 0.0818
H 5.383 -5.750 2.198 -0.5490 -0.2402 0.5813 0.0692
H 6.820 -4.649 1.886 -0.6890 -0.6683 0.2913 0.0989
H 3.675 -4.683 -1.603 1.4440 0.9399 -0.7538 0.1158
H 4.781 -4.806 -2.857 0.2661 0.0235 0.1842 0.0767
C 2.909 3.452 -6.851 -1.5639 1.1427 0.7782 -0.0470
C 3.011 4.630 -5.859 1.1479 1.0559 -0.2695 -0.4536
C 1.764 5.078 -5.134 0.5229 -1.3491 -0.3114 -0.2511
O 1.863 6.339 -4.526 1.0183 -0.3208 0.2183 -0.1759
C 0.680 6.658 -3.836 -0.7158 -0.3698 -1.0422 -0.1061
N 3.955 4.259 -4.805 -0.8074 2.2790 1.6195 0.0341
H 2.633 2.529 -6.313 0.3867 0.2457 -0.2801 0.0778
H 3.894 3.432 -7.303 -0.1036 -0.5694 -0.4358 0.0715
H 2.086 3.687 -7.568 0.8712 -0.3293 0.1523 0.0866
H 3.351 5.540 -6.415 0.0478 -0.5931 0.0281 0.1452
H 1.693 4.222 -4.436 -1.0315 0.5974 0.3350 0.1272
H 1.003 5.122 -5.879 -1.2840 -0.2146 -0.4240 0.1126
H -0.129 6.723 -4.588 -0.0325 0.0784 0.2408 0.0882
H 0.794 7.660 -3.417 0.0354 -0.4399 0.4659 0.0901
H 0.388 5.819 -3.176 0.2255 0.7340 0.3429 0.0860
H 4.801 3.888 -5.128 1.4001 -0.4796 -0.7615 0.0503
H 4.174 5.162 -4.296 -0.1472 -1.6219 -0.5007 0.1159
C -1.990 4.104 -1.449 0.1139 -1.8752 -0.8905 -0.0465
C -3.124 3.064 -1.118 1.3265 1.0472 -2.0356 -0.4024
C -4.377 3.818 -0.762 -0.8583 1.2951 0.0990 -0.2351
O -5.214 2.934 -0.072 -2.3333 -0.8110 0.4678 -0.2163
C -6.466 3.515 0.382 0.4455 -0.4370 -1.9106 -0.0848
N -3.358 2.172 -2.312 -1.3517 1.9126 1.1687 0.0770
H -1.693 4.638 -0.570 0.1722 0.3983 0.5487 0.0524
H -2.262 4.818 -2.257 -0.0219 -0.5670 0.4953 0.0820
H -1.106 3.489 -1.798 -0.7723 0.8271 0.2850 0.0691
H -2.857 2.433 -0.291 0.4009 0.1936 0.6634 0.0884
H -4.895 4.317 -1.663 0.7121 -0.8776 1.0049 0.1556
H -4.201 4.611 -0.004 0.6192 0.1257 -0.6917 0.1318
H -7.170 2.793 0.764 0.3268 -0.6842 0.1098 0.0814
H -6.995 4.022 -0.429 0.1539 -0.1106 -0.4069 0.0872
H -6.338 4.267 1.103 0.6761 1.0172 1.3445 0.0672
H -4.165 1.684 -1.961 -0.4554 -0.7997 -0.5975 0.0552
H -2.642 1.505 -2.486 0.8644 -0.4495 0.2427 0.0450
C 3.966 -1.599 -4.992 1.6685 0.4587 0.6147 -0.0814
C 2.530 -1.773 -4.787 -0.5633 -0.8070 -0.6725 -0.4546
C 2.133 -3.063 -5.480 -0.6429 -1.9282 0.7189 -0.1833
O 0.840 -3.543 -5.008 0.6395 0.6670 -0.8088 -0.2203
C 0.697 -4.810 -5.577 -0.4830 -1.0266 -0.1698 -0.1543
N 2.228 -1.742 -3.356 -0.6654 0.8895 -1.2573 0.0925
H 4.555 -2.405 -4.556 -0.0778 -0.3393 -0.1062 0.0721
H 4.238 -0.734 -4.408 0.4034 0.6445 -0.0773 0.0818
H 4.233 -1.466 -6.023 0.2304 0.0757 -0.5192 0.0833
H 2.040 -0.983 -5.368 -0.3783 0.3045 0.7168 0.1350
H 2.840 -3.914 -5.219 -0.2754 1.0655 -0.1946 0.1295
H 2.069 -3.044 -6.587 0.2825 0.4856 0.3963 0.1317
H 0.798 -4.824 -6.680 -0.1840 0.3420 0.2290 0.0876
H -0.302 -5.241 -5.336 0.8392 0.2991 0.0771 0.0929
H 1.542 -5.432 -5.228 -0.5681 -0.2823 0.1096 0.0882
H 2.701 -2.488 -2.881 0.3587 -0.6076 0.0764 0.0348
H 1.252 -1.962 -3.372 -0.8075 -0.2886 0.8021 0.0533
C 1.291 -3.019 1.604 1.2661 0.3438 -0.1051 -0.0610
C 0.608 -3.050 2.973 -0.8744 -1.0920 -0.4585 -0.4082
C 1.594 -3.253 4.145 -0.4385 0.3103 -1.1647 -0.2034
O 2.139 -4.548 4.183 -0.3780 0.1040 -0.6183 -0.1716
C 3.378 -4.542 4.795 1.0532 -0.1361 1.6466 -0.1487
N -0.235 -1.863 3.094 0.6262 0.9914 0.2095 0.0508
H 1.917 -2.100 1.400 -0.5879 -0.6330 0.6071 0.0767
H 0.525 -3.010 0.845 -0.2661 -0.1794 -0.3716 0.0535
H 1.980 -3.876 1.440 -0.5679 0.3593 0.2217 0.0881
H -0.141 -3.903 2.908 1.0323 0.6191 0.4332 0.1554
H 1.061 -3.070 5.073 0.0720 0.3671 0.3913 0.1249
H 2.414 -2.540 3.952 -0.1626 0.1764 0.4407 0.1094
H 3.361 -4.040 5.816 -0.1510 -0.5045 -0.9300 0.1050
H 4.182 -4.024 4.234 -0.4403 -0.1773 -0.1479 0.0771
H 3.660 -5.592 4.957 0.0698 0.3355 -0.0913 0.0908
H 0.334 -1.007 3.091 0.0127 -0.4013 -0.2225 0.0647
H -0.725 -1.793 3.976 -0.2469 -0.4645 0.2918 0.0380
C 1.912 8.977 0.209 0.0304 -0.1106 -2.0375 -0.0803
C 1.166 7.717 0.676 -0.8150 0.4349 0.0538 -0.4078
C 1.960 6.434 0.362 0.3305 0.3010 -1.1664 -0.2402
O 3.097 6.356 1.174 1.4809 -0.1311 -0.0240 -0.2134
C 4.093 5.446 0.650 -0.7582 0.8551 -1.4833 -0.0799
N 0.779 7.952 2.115 0.4776 -0.9618 -0.9013 0.0291
H 2.224 8.871 -0.849 -0.3160 -0.4032 0.1923 0.0719
H 2.870 9.220 0.635 0.1413 -0.1420 1.0479 0.0691
H 1.293 9.868 0.145 -0.2063 -0.0220 0.6461 0.0714
H 0.226 7.651 0.071 0.6225 0.0321 0.4468 0.1353
H 2.290 6.454 -0.755 -0.7527 -0.0832 1.5777 0.1430
H 1.376 5.531 0.571 -0.3567 0.0020 -0.3752 0.1137
H 4.725 5.928 -0.208 -1.2796 -0.8167 1.3355 0.1213
H 3.567 4.531 0.305 0.5045 0.3932 -0.1412 0.0753
H 4.749 5.172 1.443 0.5011 -0.0304 0.6775 0.0601
H 0.262 7.156 2.535 0.5794 0.5612 -0.5865 0.0740
H 1.702 7.968 2.539 -0.1982 0.0152 0.6704 0.0570
C -5.291 -6.341 -1.623 1.1141 0.9887 -0.4302 -0.0515
C -3.808 -6.269 -1.181 -1.2972 0.6956 0.1706 -0.4674
C -3.194 -4.979 -1.646 -0.4215 0.5100 -0.4201 -0.2438
O -1.875 -5.026 -1.169 0.3590 1.0352 -0.4110 -0.2018
C -1.012 -4.468 -2.138 1.4621 0.3485 1.5523 -0.1089
N -3.605 -6.521 0.215 -0.2195 0.6869 2.3859 0.0433
H -5.948 -5.535 -1.226 0.6482 -0.3890 -0.0870 0.0789
H -5.694 -7.286 -1.338 -0.4179 -0.7017 -0.0383 0.0590
H -5.213 -6.219 -2.723 -0.6588 -0.2696 0.4710 0.0799
H -3.242 -7.014 -1.723 -0.0086 -0.5617 -0.2004 0.1346
H -3.721 -4.030 -1.334 0.3629 -0.8522 0.0003 0.1459
H -3.192 -5.001 -2.755 -0.0194 0.1792 0.2738 0.1201
H -0.969 -5.141 -2.965 0.2243 -0.3539 -0.9082 0.0633
H -0.004 -4.408 -1.641 -0.7981 0.0117 -0.6707 0.1015
H -1.296 -3.462 -2.481 -0.1236 -0.1468 0.1537 0.0855
H -2.613 -6.408 0.479 -0.7237 -0.1624 -0.4900 0.0812
H -4.098 -5.830 0.853 0.6342 -0.9210 -1.3690 0.0646
C 1.412 1.714 0.602 -0.5032 0.3789 -0.4244 -0.0523
C 1.157 0.642 -0.449 -0.7481 -0.7461 1.1327 -0.3722
C -0.135 -0.078 0.053 0.9695 -0.0622 0.4968 -0.2295
O -1.293 0.693 -0.074 -0.8373 0.1866 -0.1991 -0.2212
C -2.416 -0.072 0.403 0.0476 0.2595 -1.9753 -0.0715
N 1.155 1.103 -1.839 0.5821 -1.1664 1.0674 0.0677
H 0.443 2.234 0.714 0.5610 0.1746 0.2192 0.0748
H 2.156 2.390 0.206 0.3224 0.4181 0.1825 0.0529
H 1.734 1.297 1.577 -0.1549 0.1966 -0.6102 0.0702
H 1.954 -0.109 -0.343 -0.0796 0.0011 -0.3088 0.1264
H 0.021 -0.208 1.141 0.1307 -0.4761 -0.4366 0.0815
H -0.300 -1.068 -0.387 0.1497 -0.0655 -0.2242 0.1159
H -2.188 -0.450 1.391 -0.1534 -0.5008 0.1577 0.0607
H -2.663 -0.843 -0.396 0.4039 0.2837 1.2896 0.1154
H -3.285 0.583 0.413 0.0243 0.1687 0.2948 0.0706
H 0.589 1.893 -2.006 -1.0120 0.8602 0.0130 0.0596
H 0.837 0.313 -2.363 -0.1597 -0.2188 -0.8456 0.0642
O 3.547 2.229 -2.103 1.5735 1.1355 -0.6971 -0.0930
H 2.758 1.703 -2.190 -1.2288 -0.8715 0.2497 -0.0600
H 3.610 2.640 -2.986 0.2471 0.1225 0.4248 -0.0004
```
Forces are in eV/Å.

Computed properties:
HOMO level, eV: -8.58
HOMO-LUMO gap, eV: 9.08
ΔE to the lowest compared entry with this formula, charge and spin, kJ/mol: 244.0